(1)
Molecular formula: C45H41BrMnN2O2P2S2
Method: DFT, the ωB97M-V functional and the def2-TZVPD basis

**Kohn-Sham gap (spin up / spin down)**: 5.7 / 5.7 eV
**Spin multiplicity**: 2
**Net charge**: -2
**DFT total energy**: -196020.551 eV
**E_HOMO (spin up / spin down)**: -1.51 / -1.49 eV

Geometry as XYZ:
```
96
Properties=species:S:1:pos:R:3:lowdin_charge:R:1
Br 3.05 -0.74 3.47 0.85
Mn -0.06 -0.92 1.24 0.41
S 2.36 2.57 -2.29 0.15
S 0.79 1.61 0.69 0.43
P -1.14 -1.78 -1.12 1.16
P 1.73 2.94 -0.45 0.08
O -2.88 1.25 3.05 0.02
O -1.57 0.21 1.57 -0.19
N 1.59 -2.10 1.00 -0.05
N 0.36 -0.13 3.32 0.05
C 1.05 -2.41 -4.48 -0.09
C 3.18 3.58 0.51 -0.35
C -4.71 1.12 -0.74 -0.10
C -0.64 4.42 0.10 -0.11
C -4.85 -0.21 -0.35 -0.09
C -1.91 -4.99 1.18 -0.07
C 3.54 -2.93 0.20 -0.12
C -1.72 -3.43 -0.63 -0.31
C -2.60 -0.68 -1.11 -0.33
C 0.57 -2.29 -3.19 -0.08
C -1.53 -2.55 1.70 -0.17
C 5.13 5.01 0.65 -0.11
C -0.78 -2.02 -2.92 -0.30
C -3.53 1.53 -1.33 -0.05
C 3.59 2.95 1.68 -0.11
C 4.76 3.34 2.33 -0.09
C -1.17 -2.01 -5.29 -0.07
C 0.60 4.41 -0.54 -0.36
C -3.17 -1.74 -3.82 -0.05
C -2.46 0.66 -1.53 -0.27
C -1.67 -1.91 -3.99 -0.27
C 2.72 -0.72 -0.81 -0.12
C 2.61 -1.92 0.09 -0.41
C -1.21 1.16 -2.19 -0.07
C 5.53 4.37 1.82 -0.12
C 1.39 0.48 5.41 -0.12
C 0.03 6.54 -1.56 -0.11
C -1.20 6.54 -0.91 -0.12
C 0.91 5.48 -1.39 -0.12
C -3.80 -1.09 -0.53 -0.10
C -1.53 5.47 -0.08 -0.10
C 0.18 -2.24 -5.55 -0.10
C -0.74 0.48 3.73 -0.17
C -2.18 -5.76 -1.09 -0.13
C -1.72 -3.66 0.76 -0.32
C 1.40 -0.07 4.13 -0.68
C -2.14 -6.02 0.28 -0.12
C -1.86 0.66 2.70 -0.62
C -1.95 -4.47 -1.53 -0.10
C 1.11 -3.73 2.88 -0.08
C 1.92 -3.22 1.73 -0.45
C 3.98 4.61 0.00 -0.11
C 0.21 1.01 5.85 -0.07
C -0.88 1.03 4.98 0.00
C 3.10 -3.77 1.26 -0.13
H -3.68 -2.13 -4.71 0.07
H -1.13 0.81 -3.22 0.08
H -0.90 3.58 0.74 0.06
H 0.29 7.35 -2.22 0.09
H 0.53 -2.31 -6.57 0.09
H -5.77 -0.55 0.13 0.09
H -2.31 -7.03 0.65 0.09
H -1.89 -5.20 2.25 0.10
H -1.92 -4.27 -2.60 0.09
H -2.49 5.45 0.42 0.10
H 3.12 0.15 -0.29 0.03
H 6.45 4.67 2.32 0.09
H 0.14 1.43 6.85 0.10
H -1.46 -2.91 2.73 0.04
H 5.74 5.81 0.24 0.09
H 4.44 -3.03 -0.39 0.07
H 1.24 -2.42 -2.35 0.09
H 2.10 -2.62 -4.65 0.10
H 1.76 -4.24 3.60 0.07
H -1.18 2.25 -2.20 0.07
H 2.99 2.13 2.07 0.03
H -3.90 -2.12 -0.21 0.10
H -2.36 -1.85 1.64 0.04
H -3.45 -0.69 -3.69 0.08
H -3.41 2.57 -1.62 0.10
H -0.31 0.83 -1.67 0.00
H 1.76 -0.40 -1.21 0.00
H -3.53 -2.28 -2.95 0.07
H -2.36 -6.56 -1.80 0.08
H 3.39 -0.94 -1.65 0.07
H 3.70 5.08 -0.94 0.08
H 5.07 2.82 3.23 0.09
H -1.82 1.49 5.23 0.11
H -1.90 7.35 -1.06 0.09
H 1.84 5.45 -1.95 0.06
H -5.51 1.83 -0.56 0.09
H 3.59 -4.65 1.66 0.07
H 2.29 0.49 6.00 0.09
H 0.34 -4.44 2.57 0.05
H -1.86 -1.90 -6.13 0.10
H 0.60 -2.92 3.40 0.04
```

(2)
Molecular formula: C45H41Cl2MoN8O3S2
Method: DFT, the ωB97M-V functional and the def2-TZVPD basis

**Kohn-Sham gap (spin up / spin down)**: 5.3 / 5.5 eV
**Spin multiplicity**: 4
**Net charge**: -2
**DFT total energy**: -113961.161 eV
**E_HOMO (spin up / spin down)**: -1.79 / -2.03 eV

Geometry as XYZ:
```
102
Properties=species:S:1:pos:R:3:lowdin_charge:R:1
Mo -0.93 1.83 2.09 1.21
Cl 4.18 1.28 -3.30 0.73
Cl 2.63 -3.43 -4.69 0.66
S 0.50 3.59 1.00 0.49
S 1.47 1.03 1.82 0.57
O -1.49 -0.58 -3.82 -0.01
O 0.70 -1.07 -3.83 0.01
O 4.64 -4.78 0.11 -0.09
N -0.80 0.44 3.72 -0.14
N -1.59 3.08 3.53 -0.16
N 3.86 -5.37 0.98 -0.22
N -2.82 2.56 1.42 -0.11
N 2.57 -0.38 -5.10 0.01
N -1.44 -0.12 1.32 -0.13
N 5.08 1.11 0.47 0.12
N 3.55 4.93 -1.00 0.10
C -5.87 4.38 2.73 -0.08
C -4.57 1.30 -0.07 -0.18
C 3.33 -4.64 2.03 0.00
C -1.64 -1.15 2.21 -0.20
C -3.01 -0.61 -0.67 -0.22
C 1.73 2.37 -8.10 -0.13
C 4.78 -0.06 -4.19 -0.62
C -3.40 2.32 0.06 -0.20
C 3.74 -0.89 -4.72 -0.36
C 0.98 0.83 -6.40 -0.17
C -1.29 -0.82 3.61 -0.18
C -1.54 -3.96 3.61 -0.15
C 3.06 1.97 -7.88 -0.12
C -0.74 2.05 5.64 -0.17
C -4.65 4.80 4.85 -0.12
C 3.35 0.96 -6.98 -0.03
C 3.05 2.71 0.31 -0.40
C 4.11 1.76 0.36 -0.29
C 2.77 -5.34 3.08 -0.06
C 3.97 -2.31 -4.72 -0.56
C -2.83 3.64 3.47 -0.22
C 1.81 2.45 0.95 -1.17
C -2.15 -2.41 1.77 -0.03
C 0.69 1.77 -7.38 -0.09
C -2.03 -3.67 2.36 -0.09
C -0.12 0.87 4.89 -0.28
C -0.38 -0.44 -4.36 -0.47
C 2.79 -7.31 1.73 -0.09
C 3.26 3.91 -0.45 -0.26
C -3.44 4.17 4.64 -0.03
C -4.22 -0.19 0.08 -0.23
C 6.08 -0.49 -4.34 -0.11
C 2.42 -6.71 2.94 -0.07
C 3.45 -6.66 0.73 -0.03
C -3.52 3.38 2.25 -0.26
C -5.76 4.83 4.02 -0.17
C -1.42 -1.71 4.70 -0.04
C 5.29 -2.76 -4.86 -0.14
C 6.28 -1.81 -4.81 -0.15
C -0.76 3.27 4.75 -0.22
C -1.58 -0.41 -0.12 -0.22
C -1.57 -3.07 4.68 -0.11
C -0.27 0.28 -5.77 -0.05
C -4.79 3.87 1.92 -0.02
C 2.33 0.50 -6.12 -0.20
H -6.86 4.50 2.26 0.10
H 3.56 -3.57 1.96 0.15
H -5.03 3.65 0.89 0.07
H 3.88 2.36 -8.49 0.09
H -6.58 5.42 4.37 0.08
H 3.79 -7.08 -0.19 0.13
H -4.95 1.48 -1.10 0.12
H -1.03 0.38 -0.66 0.10
H -1.00 -1.28 -0.49 0.13
H 2.51 -4.81 4.00 0.11
H 6.88 0.24 -4.24 0.10
H -1.72 1.72 6.04 0.12
H -3.17 -1.62 -1.00 0.09
H -4.19 -0.44 1.15 0.11
H -2.99 -0.06 -1.67 0.12
H -0.93 1.13 -5.67 0.10
H 1.53 3.16 -8.80 0.07
H -2.56 1.98 -0.55 0.09
H 0.88 1.12 4.68 0.07
H -2.79 4.09 5.53 0.08
H 2.53 -8.32 1.47 0.09
H -1.78 -3.54 5.62 0.09
H -5.11 -0.74 -0.26 0.11
H 5.52 -3.80 -5.08 0.10
H 2.00 -7.22 3.80 0.09
H -3.72 3.29 -0.42 0.12
H -1.09 -4.94 3.76 0.08
H -0.79 -0.40 -6.51 0.14
H -0.36 1.92 -7.66 0.11
H 7.30 -2.10 -5.06 0.09
H -2.60 -2.37 0.79 0.08
H -5.34 1.50 0.66 0.09
H -1.42 -1.25 5.65 0.08
H 1.51 -0.78 -4.42 -0.04
H -0.08 0.05 5.63 0.10
H 0.25 3.47 4.38 0.11
H -2.33 -4.48 1.69 0.10
H 4.36 0.56 -6.83 0.11
H -4.75 5.37 5.80 0.11
H -1.11 4.15 5.32 0.10
H -0.08 2.21 6.48 0.11
```